(1)
The following is a DFT calculation (ωB97M-V with the def2-TZVPD basis set) of a 11-piece molecular cluster, C38H107N9O11 overall.

Calculated values
HOMO: -8.8 eV
charge: 0
lowest unoccupied orbital energy: 0.6230 eV
energy above the lowest of the compared OMol25 structures with the same formula, charge and spin: 76.35 kcal/mol

Element x y z (Å)
C: -2.52972 -2.85341 6.43964
O: -1.71122 -2.57853 5.32103
C: -1.36995 -1.21410 5.21373
C: -0.21055 -0.94520 4.22581
C: 1.01827 -1.74004 4.64598
N: 0.14588 0.50135 4.07482
H: -3.53460 -2.42198 6.43586
H: -2.03930 -2.39216 7.28323
H: -2.57749 -3.90912 6.59817
H: -2.23043 -0.53778 4.99196
H: -1.01905 -0.74929 6.24706
H: -0.58071 -1.31556 3.23732
H: 1.85997 -1.58367 3.92485
H: 0.70051 -2.77972 4.74186
H: 1.33845 -1.42294 5.61378
H: 0.37195 0.85723 5.00507
H: -0.67242 1.02154 3.78124
C: -5.29590 0.88069 0.22839
O: -5.03222 0.09099 1.38338
C: -6.12500 -0.79438 1.66509
C: -5.89289 -1.53477 2.95533
C: -4.60479 -2.39301 2.80079
N: -7.02307 -2.46236 3.23845
H: -4.53431 1.63510 0.09225
H: -6.21870 1.41042 0.30829
H: -5.39042 0.27641 -0.68179
H: -7.05622 -0.16299 1.80637
H: -6.26502 -1.49170 0.82368
H: -5.70934 -0.80177 3.76319
H: -3.89131 -1.91700 2.13320
H: -4.78893 -3.40128 2.49779
H: -4.08624 -2.42850 3.77390
H: -6.70110 -3.28005 3.75017
H: -7.71000 -2.02050 3.88987
C: -2.34479 5.35781 0.54015
O: -1.07628 5.39367 -0.03927
C: -0.08870 4.47857 0.31288
C: 0.12322 4.36136 1.84362
C: 0.76694 5.57539 2.46678
N: 0.98402 3.20234 2.13305
H: -2.80850 4.36836 0.60322
H: -2.90276 6.05995 -0.10418
H: -2.25243 5.66010 1.60316
H: -0.35249 3.46722 -0.04645
H: 0.74381 4.83355 -0.24762
H: -0.87793 4.25047 2.28442
H: 0.78750 5.39543 3.53196
H: 0.37619 6.58034 2.32232
H: 1.80469 5.55452 2.28126
H: 1.01141 3.07894 3.14799
H: 0.55243 2.34319 1.88053
C: 1.77004 2.06592 -2.02345
O: 2.38675 2.40578 -3.26098
C: 2.38926 3.80332 -3.40918
C: 3.46550 4.19294 -4.37225
C: 4.80181 4.20971 -3.61238
N: 3.17262 5.49367 -4.97596
H: 0.70097 2.39181 -2.09092
H: 2.20105 2.61652 -1.20081
H: 1.76618 0.99931 -1.88434
H: 1.46025 4.28219 -3.78230
H: 2.58729 4.29990 -2.43403
H: 3.52116 3.37908 -5.08461
H: 4.92587 3.32011 -2.97443
H: 4.79943 5.03815 -2.87517
H: 5.65888 4.28505 -4.28929
H: 3.61339 5.58655 -5.87951
H: 2.20272 5.59914 -5.17832
C: -2.34019 2.82806 -3.43102
O: -3.37936 3.42939 -2.66484
C: -4.59752 3.37698 -3.40028
C: -5.72773 3.98803 -2.53421
C: -6.91248 4.32016 -3.41944
N: -5.37701 5.14628 -1.73180
H: -1.34189 3.14695 -3.11075
H: -2.43304 3.17030 -4.42960
H: -2.34304 1.71810 -3.37173
H: -4.53879 4.00380 -4.36355
H: -4.96272 2.38247 -3.71342
H: -5.94108 3.11432 -1.87534
H: -7.84344 4.49235 -2.91607
H: -7.14212 3.48594 -4.17874
H: -6.67726 5.21662 -4.03174
H: -5.64523 5.94535 -2.34314
H: -4.43141 5.06388 -1.39840
C: -1.11954 -4.87595 1.47272
O: -1.18261 -5.34221 0.14329
C: -0.98129 -4.29937 -0.77990
C: -0.44854 -4.90891 -2.06405
C: 0.99960 -5.33852 -1.98926
N: -0.71796 -3.90253 -3.13706
H: -1.80551 -5.48069 2.10238
H: -1.43413 -3.82142 1.63584
H: -0.05762 -4.95729 1.84861
H: -1.90505 -3.86778 -1.10326
H: -0.31720 -3.47192 -0.34394
H: -1.16044 -5.74108 -2.25265
H: 1.01812 -6.16047 -1.28242
H: 1.59115 -4.53291 -1.54174
H: 1.37193 -5.60087 -2.96811
H: 0.08296 -3.65063 -3.69864
H: -1.41901 -4.27251 -3.75570
C: 2.00180 -1.29011 0.14285
O: 0.61984 -1.07495 -0.14119
C: 0.08326 -0.15556 0.76447
C: -1.40070 -0.13099 0.74391
C: -1.90892 -0.34208 -0.67124
N: -1.92311 1.01741 1.45323
H: 2.16704 -1.48713 1.19212
H: 2.53098 -0.43581 -0.26891
H: 2.29931 -2.30151 -0.29101
H: 0.38511 -0.36203 1.84294
H: 0.42330 0.88520 0.57626
H: -1.75349 -1.01721 1.27593
H: -1.60682 -1.31322 -1.07088
H: -1.58289 0.41941 -1.42792
H: -3.02194 -0.33866 -0.60887
H: -2.89828 0.91166 1.74330
H: -1.87606 1.90042 0.96919
C: 2.48406 -1.86789 -3.34584
O: 1.54324 -2.11817 -4.34653
C: 0.73521 -0.91805 -4.53220
C: -0.33885 -1.25066 -5.50924
C: 0.20327 -1.77321 -6.83426
N: -1.15372 -0.01310 -5.66501
H: 2.02905 -1.60404 -2.36998
H: 3.15147 -1.02451 -3.59942
H: 3.19217 -2.70178 -3.29594
H: 0.33504 -0.60348 -3.55940
H: 1.42332 -0.13838 -4.82711
H: -0.92210 -2.11757 -5.15275
H: 0.91186 -2.60584 -6.72392
H: 0.77079 -1.00024 -7.32442
H: -0.53794 -2.07577 -7.55270
H: -2.06162 -0.19622 -6.07373
H: -0.70793 0.67733 -6.29573
C: 4.74630 0.75755 4.34044
O: 5.26648 -0.52984 4.28207
C: 4.87913 -1.20215 3.09642
C: 5.46902 -2.60813 3.27401
C: 6.96588 -2.53815 3.32022
N: 5.19247 -3.43602 2.13174
H: 5.19898 1.24372 5.20153
H: 3.68569 0.68945 4.50868
H: 4.83545 1.32697 3.48647
H: 3.77719 -1.20379 3.02190
H: 5.25794 -0.77190 2.16341
H: 5.03440 -2.99787 4.19273
H: 7.37178 -1.96753 4.20782
H: 7.32253 -1.92309 2.45483
H: 7.46797 -3.47884 3.23939
H: 5.52635 -3.02419 1.26632
H: 4.18115 -3.69002 1.96224
C: 3.98411 -5.64179 3.72034
O: 2.83965 -4.91958 3.30533
H: 4.04425 -6.59798 3.19363
H: 4.92531 -5.16186 3.52544
H: 4.02797 -5.76867 4.79291
H: 2.03728 -5.37186 3.49471
C: 6.09023 -0.36458 -2.49607
O: 5.44400 0.55086 -1.52035
H: 5.93228 -1.38919 -2.14683
H: 5.68025 -0.28352 -3.53017
H: 7.15646 -0.25815 -2.54517
H: 4.67958 0.93081 -1.92760

(2)
The following is a DFT calculation (ωB97M-V with the def2-TZVPD basis set) of a 11-piece molecular cluster, C38H107N9O11 overall.

Calculated values
HOMO (spin up / spin down): -10.4 / -10.4 eV
charge: +1
lowest unoccupied orbital energy (spin up / spin down): -2.1314 / -7.9037 eV
⟨S²⟩: 0.76
spin multiplicity: 2

Element x y z (Å)
C: 3.30721 -3.48289 -3.34655
C: 2.52012 -4.48000 -2.50090
C: 1.24321 -3.85419 -1.85355
O: 0.40715 -4.89081 -1.22169
C: -0.87380 -4.38206 -0.81492
N: 2.17702 -5.69288 -3.22554
H: 4.19076 -3.86599 -3.85711
H: 3.68965 -2.60791 -2.82095
H: 2.67349 -2.99733 -4.08866
H: 3.21019 -4.76310 -1.70607
H: 0.62534 -3.35453 -2.59966
H: 1.51947 -3.17645 -1.04581
H: -1.41289 -5.09713 -0.19351
H: -1.54422 -4.25189 -1.66445
H: -0.78720 -3.48272 -0.20517
H: 1.98353 -5.49277 -4.19642
H: 1.39643 -6.14391 -2.77017
C: -0.47826 0.76763 -6.42871
C: -1.69277 -0.05773 -6.45597
C: -1.57527 -1.22385 -7.52267
O: -1.66920 -0.73342 -8.82219
C: -1.19038 -1.70122 -9.78795
N: -1.94622 -0.56604 -5.11929
H: -0.61315 1.74748 -5.97066
H: -0.26202 1.10876 -7.44112
H: 0.42324 0.42374 -5.92162
H: -2.45000 0.67930 -6.72334
H: -2.47903 -1.82123 -7.40245
H: -0.77267 -1.93578 -7.33010
H: -0.90566 -1.34679 -10.77861
H: -2.02282 -2.39876 -9.88061
H: -0.28612 -2.14955 -9.37636
H: -1.21475 -1.13795 -4.72183
H: -2.75981 -1.15203 -4.99768
C: 4.28219 -0.91878 1.26738
C: 3.64288 -2.31235 1.44242
C: 4.55916 -3.39434 1.15797
O: 4.97465 -3.40273 -0.20222
C: 5.77101 -4.51573 -0.46808
N: 3.00733 -2.43065 2.75381
H: 4.34928 -0.81294 0.18461
H: 5.27124 -0.80993 1.71240
H: 3.58441 -0.20425 1.70400
H: 2.80868 -2.32517 0.74095
H: 4.08377 -4.32596 1.46489
H: 5.48217 -3.30820 1.73133
H: 5.81047 -5.18488 0.39145
H: 6.75257 -4.05757 -0.58946
H: 5.43796 -4.93882 -1.41579
H: 2.21426 -1.80542 2.73862
H: 2.65401 -3.37276 2.84156
C: 2.96996 6.79243 -0.93524
C: 3.72287 5.76299 -0.12514
C: 2.95010 5.03715 1.03264
O: 3.06478 3.63084 1.00076
C: 2.36032 3.11313 2.20606
N: 4.36465 4.87332 -1.14807
H: 3.03742 7.80213 -0.53020
H: 1.93958 6.47467 -1.09474
H: 3.34565 6.89486 -1.95332
H: 4.59131 6.15284 0.40583
H: 1.90218 5.25257 0.82392
H: 3.36030 5.41526 1.96905
H: 1.27207 3.12431 2.14529
H: 2.71378 3.65668 3.08225
H: 2.69093 2.08443 2.34947
H: 4.45281 3.98826 -0.66952
H: 3.60628 4.73648 -1.80094
C: -1.91483 2.03377 9.40705
C: -1.93677 0.48327 9.18315
C: -1.36979 -0.05439 7.81094
O: -1.96749 0.63113 6.67624
C: -1.70282 0.12128 5.40600
N: -1.26107 0.02548 10.31028
H: -2.58050 2.36198 10.20534
H: -2.38461 2.50702 8.54481
H: -0.90477 2.44175 9.36922
H: -2.97471 0.16631 9.28475
H: -1.71731 -1.07945 7.68213
H: -0.28321 0.02520 7.77789
H: -1.99225 -0.91325 5.22139
H: -0.62149 0.18376 5.28384
H: -2.11783 0.71877 4.59430
H: -1.54756 -0.92131 10.51425
H: -1.61756 0.43378 11.16251
C: -2.53247 3.86117 -1.14738
C: -3.30112 4.50913 -0.14994
C: -2.61284 5.88386 0.38673
O: -1.39155 5.65958 1.01828
C: -0.93555 6.89811 1.76926
N: -4.64116 4.83266 -0.54961
H: -1.95218 4.51525 -1.79820
H: -3.15320 3.20312 -1.75546
H: -1.77415 3.22799 -0.68679
H: -3.49313 3.83598 0.68559
H: -3.26300 6.38997 1.10033
H: -2.57979 6.55401 -0.47229
H: -1.06492 7.72882 1.07551
H: 0.13383 6.77795 1.94269
H: -1.52049 7.10330 2.66583
H: -5.15409 3.97154 -0.67405
H: -4.57935 5.08670 -1.52518
C: -4.21476 -0.05626 -0.20416
C: -5.34170 0.56241 0.54611
C: -6.51548 0.73534 -0.49300
O: -6.30313 1.79635 -1.33587
C: -7.44167 1.95172 -2.21502
N: -5.49831 -0.16340 1.81337
H: -4.44290 -1.09320 -0.45077
H: -3.36843 -0.00674 0.48095
H: -4.02913 0.51081 -1.11634
H: -4.95503 1.54944 0.79980
H: -7.29039 1.12500 0.16714
H: -6.85440 -0.21726 -0.90018
H: -7.39190 2.94579 -2.65937
H: -8.45265 1.82883 -1.82652
H: -7.31315 1.22861 -3.02043
H: -5.40907 -1.15864 1.66632
H: -6.45581 -0.08115 2.12405
C: -0.07603 0.50562 -2.23777
C: 0.40871 0.87880 -0.82434
C: 0.37643 -0.28537 0.22650
O: 0.48480 0.14278 1.54842
C: -0.58832 0.77072 2.25806
N: 1.70581 1.42562 -0.91782
H: 0.71244 -0.11309 -2.66628
H: -0.14053 1.40191 -2.85471
H: -1.01209 -0.05248 -2.21743
H: -0.38817 1.53339 -0.47136
H: 1.18790 -0.99921 0.08491
H: -0.45878 -0.95847 0.03299
H: -1.18014 -0.04927 2.66483
H: -1.23393 1.49608 1.76294
H: -0.34375 1.35051 3.14808
H: 2.31880 0.69308 -1.24601
H: 2.04251 1.55376 0.02574
C: 0.15283 -7.89620 1.67225
C: 0.87787 -6.66619 2.18427
C: -0.06703 -5.50312 2.62530
O: 0.69177 -4.35857 2.83657
C: -0.05866 -3.14094 3.19782
N: 1.68103 -7.04032 3.35051
H: -0.53815 -7.72034 0.84780
H: -0.38568 -8.40101 2.47429
H: 0.93421 -8.54880 1.28281
H: 1.55857 -6.35329 1.39253
H: -0.71333 -5.81594 3.44539
H: -0.64059 -5.27454 1.72703
H: -0.71475 -2.87342 2.36952
H: 0.61087 -2.30119 3.38396
H: -0.70510 -3.22412 4.07148
H: 1.93318 -7.98557 3.09946
H: 2.58991 -6.59991 3.34149
C: 1.18599 3.99615 -3.31628
O: 2.31536 3.43310 -2.59484
H: 0.38705 4.17202 -2.59596
H: 1.45593 4.98575 -3.68496
H: 0.74111 3.41368 -4.12306
H: 2.04117 2.76602 -1.96126
C: 4.09008 0.75988 -3.39502
O: 4.05269 -0.00281 -2.21501
H: 5.09092 0.67461 -3.81830
H: 3.49085 0.27270 -4.16423
H: 3.93631 1.83325 -3.28398
H: 4.71549 0.28560 -1.58325